No. 1
Here is a cluster of 8 separate species, C90H54F2O18 in total in a non-equilibrium geometry from the OMol25 dataset. Energies are from wB97M-V/def2-TZVPD.

Calculated values
- SMILES string = O=C1c2ccccc2C(=O)c2ccccc21.O=C1c2ccccc2C(=O)c2ccccc21.O=C1c2ccccc2C(=O)c2ccccc21.O=C1c2ccccc2C(=O)c2ccccc21.O=C1c2ccccc2C(=O)c2ccccc21.O=C1c2ccccc2C(=O)c2ccccc21.O=C1OC[C@@H](F)O1.O=C1OC[C@@H](F)O1
- molecular weight (g/mol) = 1461.4
- calculated total energy (eV) = -136492.71271
- Kohn-Sham gap (eV) = 7.89
- largest force on an atom (Eh/bohr) = 0.11466
- highest occupied orbital energy (eV) = -9.585

Positions of all 164 atoms, in Å:
F1 0.976 -1.177 -0.312
F2 -3.848 5.077 -2.289
O1 6.161 3.151 2.151
O2 2.528 -0.914 -6.796
O3 -2.589 -6.784 2.557
O4 -8.985 -2.586 -0.626
O5 -2.685 5.080 -4.228
O6 -4.235 -3.076 2.088
O7 3.675 1.086 4.923
O8 -2.389 5.552 0.876
O9 0.340 0.786 -2.531
O10 -5.642 -8.327 -1.847
O11 8.855 -0.489 3.622
O12 -1.714 1.382 -1.992
O13 -0.873 -0.596 -1.395
O14 -1.419 6.579 -5.386
O15 -1.190 6.100 -3.163
O16 7.410 1.583 -2.825
O17 -2.214 3.480 5.859
O18 -1.886 1.746 -5.032
C1 -6.781 -1.741 -0.219
C2 4.068 2.799 0.361
C3 6.434 3.039 0.981
C4 -0.810 0.549 -2.044
C5 8.097 2.997 -1.017
C6 -2.365 6.012 3.133
C7 -6.153 -9.609 0.569
C8 -6.966 -0.687 -1.122
C9 -6.106 0.408 -1.276
C10 -8.323 -6.067 1.625
C11 -3.203 -7.241 1.558
C12 -4.596 -8.977 2.816
C13 -1.446 -5.380 -1.217
C14 9.402 3.427 -1.569
C15 7.728 -0.075 3.881
C16 2.994 2.654 -0.525
C17 -2.287 4.049 4.756
C18 -7.139 -6.067 2.296
C19 7.809 3.299 0.389
C20 4.254 0.104 2.377
C21 0.265 3.262 -5.870
C22 -2.366 7.916 5.193
C23 -6.437 -10.284 1.744
C24 -1.825 -5.982 -0.044
C25 7.138 2.324 7.505
C26 -1.674 1.271 1.503
C27 2.582 3.275 -6.603
C28 -2.164 3.586 2.264
C29 -2.135 -5.595 -2.396
C30 8.800 3.968 1.193
C31 -4.686 -0.669 0.323
C32 -4.862 -7.908 -0.901
C33 5.276 0.250 3.296
C34 -7.885 -2.788 -0.078
C35 -5.726 -9.834 2.857
C36 1.467 1.127 -6.180
C37 -6.189 -5.089 2.294
C38 -2.818 4.573 -2.920
C39 -8.633 -4.919 0.898
C40 1.470 3.940 -6.156
C41 -2.403 8.371 3.859
C42 -2.325 6.508 5.454
C43 -1.749 5.945 -4.356
C44 -2.980 -6.720 0.192
C45 5.649 2.350 -1.349
C46 10.014 4.329 0.693
C47 -3.281 -6.473 -2.256
C48 6.807 -0.662 1.584
C49 6.071 1.194 5.524
C50 0.344 -1.253 -1.497
C51 -6.371 -3.986 1.501
C52 -0.974 1.090 -5.454
C53 -5.287 -2.961 1.375
C54 -1.803 0.839 2.824
C55 2.579 1.910 -6.526
C56 8.420 2.031 7.006
C57 1.096 -0.489 -2.559
C58 0.356 -2.512 -5.865
C59 -4.940 0.421 -0.532
C60 -3.749 -6.969 -0.981
C61 -7.632 -3.897 0.766
C62 4.880 0.837 4.655
C63 8.502 1.307 5.781
C64 5.983 1.885 6.709
C65 -2.377 5.547 4.485
C66 6.579 -0.193 2.910
C67 3.230 2.272 -1.819
C68 7.091 2.258 -1.886
C69 1.520 -0.339 -6.309
C70 4.430 -0.470 1.181
C71 5.723 -0.732 0.700
C72 -0.874 -0.418 -5.329
C73 -5.073 -8.643 0.518
C74 -1.947 1.769 3.815
C75 -1.689 -2.582 -4.629
C76 -2.102 3.125 3.549
C77 4.555 2.140 -2.336
C78 7.384 0.859 5.101
C79 0.250 1.820 -5.877
C80 -4.328 -8.259 1.655
C81 -2.371 7.405 2.878
C82 -2.375 5.089 2.020
C83 10.336 4.038 -0.676
C84 0.265 -1.074 -5.933
C85 -1.785 2.629 1.241
C86 -1.508 5.029 -2.297
C87 -5.532 -1.796 0.504
C88 -1.850 -1.165 -4.730
C89 5.373 2.745 -0.026
C90 -0.625 -3.256 -5.232
H1 9.222 2.268 7.690
H2 7.016 2.725 8.501
H3 -2.328 -3.099 -3.928
H4 3.616 -0.404 0.474
H5 -2.482 7.760 1.865
H6 5.896 -1.049 -0.318
H7 1.353 4.998 -5.972
H8 3.494 1.395 -6.778
H9 -5.843 -10.453 3.734
H10 3.751 3.027 1.368
H11 -9.654 -4.814 0.564
H12 -6.327 1.211 -1.964
H13 -7.189 -11.046 1.886
H14 0.348 -2.293 -1.823
H15 9.788 3.148 -2.538
H16 9.502 1.116 5.419
H17 -3.725 -0.785 0.802
H18 2.455 2.137 -2.558
H19 -1.107 -5.704 0.713
H20 -5.207 -5.292 2.695
H21 7.828 -0.743 1.243
H22 -2.385 8.622 6.010
H23 -3.867 -6.703 -3.133
H24 -1.620 5.346 -1.260
H25 -2.776 3.487 -2.839
H26 5.038 2.078 7.195
H27 -1.786 -0.210 3.077
H28 -2.676 -0.745 -4.175
H29 11.338 4.274 -1.002
H30 10.871 4.765 1.186
H31 4.663 1.796 -3.354
H32 -0.516 -4.325 -5.126
H33 -1.669 0.418 0.841
H34 -9.120 -6.716 1.959
H35 -2.097 6.149 6.447
H36 1.985 2.671 -0.139
H37 1.144 -1.014 -3.513
H38 -7.843 -0.744 -1.751
H39 2.098 -0.185 -2.256
H40 -0.695 4.303 -2.289
H41 1.208 -2.935 -6.376
H42 8.514 4.000 2.234
H43 -6.628 -9.888 -0.360
H44 3.504 3.784 -6.839
H45 -4.012 -8.778 3.702
H46 -4.159 1.165 -0.594
H47 -0.478 -4.910 -1.315
H48 -1.883 2.811 0.181
H49 3.248 0.440 2.580
H50 -0.626 3.799 -5.580
H51 -1.832 -5.373 -3.409
H52 -1.846 1.500 4.856
H53 -2.382 9.419 3.597
H54 -7.115 -6.869 3.019

Atom charges from the Mulliken analysis, given in e for atoms 1 to 5: F -0.297; F -0.318; O -0.746; O -0.692; O -0.668

=====

No. 2
Here is a cluster of 14 separate species, C91H201N9O19 in total in a non-equilibrium geometry from the OMol25 dataset. Energies are from wB97M-V/def2-TZVPD.

Calculated values
- relative energy (zero: lowest compared OMol25 entry of this formula, charge and spin) (kcal/mol) = 3.6
- molecular weight (g/mol) = 1725.7
- calculated total energy (eV) = -149927.30137
- Kohn-Sham gap (eV) = 8.36
- largest force on an atom (Eh/bohr) = 0.06424
- highest occupied orbital energy (eV) = -8.089

Positions of all 320 atoms, in Å:
O1 8.884 -26.856 -11.226
O2 1.605 -26.054 -17.488
O3 1.311 -23.368 -17.599
O4 2.773 -31.519 -13.975
O5 -0.678 -35.311 -17.290
O6 8.855 -24.025 -17.408
O7 0.212 -21.667 -13.903
O8 0.200 -26.198 -14.747
O9 5.507 -23.872 -12.684
O10 1.563 -19.811 -15.849
O11 6.908 -25.041 -9.790
O12 10.397 -30.316 -17.786
O13 7.408 -22.799 -15.525
O14 6.433 -22.554 -18.095
O15 2.826 -23.037 -13.502
O16 2.256 -21.734 -23.583
O17 7.595 -27.977 -24.480
O18 -1.011 -24.797 -18.446
O19 3.214 -22.153 -16.027
N1 11.009 -29.894 -19.046
N2 4.082 -31.788 -13.354
N3 9.031 -26.216 -12.453
N4 -0.153 -34.117 -17.769
N5 -0.710 -27.174 -14.224
N6 2.770 -26.880 -17.461
N7 7.979 -27.120 -23.417
N8 5.625 -24.546 -9.871
N9 3.289 -22.097 -22.611
C1 3.312 -34.027 -12.795
C2 -2.394 -29.486 -14.204
C3 4.440 -33.218 -13.463
C4 4.692 -25.619 -9.756
C5 5.006 -26.644 -10.853
C6 12.098 -28.165 -17.650
C7 6.162 -27.845 -22.113
C8 4.127 -22.682 -9.263
C9 10.302 -25.361 -12.354
C10 -1.191 -29.440 -13.270
C11 5.741 -23.421 -7.504
C12 13.207 -30.329 -18.237
C13 6.627 -22.360 -9.623
C14 10.601 -28.788 -21.085
C15 2.934 -27.622 -18.745
C16 11.566 -26.095 -11.838
C17 0.381 -29.241 -15.208
C18 5.387 -30.860 -15.313
C19 5.688 -26.133 -23.853
C20 8.474 -25.543 -25.324
C21 0.593 -32.847 -19.699
C22 9.169 -28.112 -19.151
C23 -0.063 -28.522 -13.980
C24 -0.185 -34.095 -19.226
C25 1.923 -32.815 -17.633
C26 -0.806 -23.437 -18.686
C27 3.337 -24.956 -10.031
C28 -2.956 -28.061 -14.467
C29 4.135 -19.775 -22.948
C30 5.742 -33.439 -12.613
C31 4.871 -21.807 -24.385
C32 1.815 -23.364 -21.209
C33 4.518 -29.378 -13.494
C34 10.584 -24.840 -13.810
C35 3.221 -26.671 -19.846
C36 12.267 -29.234 -18.723
C37 2.105 -35.249 -17.244
C38 6.647 -26.605 -22.818
C39 1.960 -32.803 -19.124
C40 12.826 -28.689 -20.037
C41 4.702 -33.712 -14.852
C42 4.099 -28.604 -18.599
C43 9.033 -27.304 -13.492
C44 6.320 -31.030 -12.922
C45 5.081 -30.855 -13.788
C46 -2.463 -25.641 -14.825
C47 8.200 -24.159 -18.698
C48 4.511 -24.861 -17.450
C49 3.033 -23.742 -9.136
C50 3.878 -22.168 -20.180
C51 7.512 -22.891 -18.920
C52 10.597 -25.877 -14.900
C53 1.591 -28.375 -18.996
C54 7.585 -27.802 -13.552
C55 5.041 -27.206 -16.685
C56 6.983 -25.493 -21.783
C57 3.908 -26.179 -16.861
C58 -1.689 -33.946 -19.668
C59 9.925 -29.278 -19.860
C60 4.493 -21.265 -22.964
C61 7.909 -24.453 -22.401
C62 4.661 -26.303 -8.393
C63 1.612 -23.630 -13.141
C64 3.793 -20.819 -15.757
C65 0.386 -35.392 -19.893
C66 1.101 -28.288 -13.012
C67 0.071 -22.731 -17.647
C68 11.846 -27.928 -20.877
C69 5.003 -21.210 -20.491
C70 -1.931 -27.058 -15.069
C71 10.163 -26.965 -24.285
C72 8.915 -26.121 -24.007
C73 5.317 -27.909 -18.012
C74 5.541 -23.274 -8.971
C75 6.547 -23.677 -14.867
C76 1.180 -33.986 -17.062
C77 0.491 -23.133 -14.016
C78 9.940 -28.497 -13.318
C79 9.301 -26.620 -14.919
C80 3.354 -25.805 -15.481
C81 9.178 -25.037 -22.963
C82 -1.742 -27.289 -16.592
C83 2.746 -19.940 -15.122
C84 6.771 -23.679 -13.374
C85 6.882 -32.423 -12.962
C86 5.560 -21.514 -21.895
C87 2.756 -22.125 -21.234
C88 0.782 -33.772 -15.570
C89 1.910 -20.794 -20.921
C90 8.928 -30.419 -20.277
C91 10.133 -24.232 -11.334
H1 7.050 -30.309 -13.278
H2 0.245 -34.636 -15.171
H3 8.418 -26.011 -14.961
H4 7.149 -32.649 -13.989
H5 7.530 -25.930 -20.955
H6 1.610 -29.250 -12.761
H7 4.316 -23.192 -20.108
H8 3.680 -19.345 -22.080
H9 1.810 -25.074 -17.508
H10 -0.289 -23.282 -19.615
H11 4.756 -22.898 -24.303
H12 6.367 -20.791 -22.106
H13 2.528 -19.928 -20.652
H14 1.602 -24.710 -13.346
H15 1.549 -36.166 -17.505
H16 2.480 -25.609 -9.898
H17 -1.454 -28.983 -12.297
H18 8.059 -26.478 -10.866
H19 5.787 -22.452 -7.003
H20 5.858 -28.583 -22.875
H21 4.059 -25.880 -7.607
H22 5.293 -27.531 -21.535
H23 10.423 -27.597 -23.417
H24 11.521 -24.319 -13.648
H25 1.408 -23.495 -12.066
H26 5.812 -26.664 -24.794
H27 13.174 -31.172 -18.956
H28 -0.983 -26.573 -16.949
H29 6.987 -25.628 -8.984
H30 5.769 -33.682 -15.065
H31 8.278 -23.136 -15.732
H32 -0.132 -25.220 -18.327
H33 8.412 -26.346 -26.062
H34 14.241 -29.989 -18.175
H35 2.842 -24.826 -15.446
H36 9.846 -24.325 -23.480
H37 13.734 -28.121 -19.818
H38 11.075 -23.676 -11.278
H39 -2.307 -34.784 -19.390
H40 12.285 -27.636 -21.822
H41 0.242 -21.658 -17.950
H42 9.779 -27.228 -19.309
H43 9.157 -27.307 -15.752
H44 1.914 -27.647 -13.361
H45 2.864 -32.840 -17.091
H46 3.425 -19.654 -23.796
H47 13.232 -29.533 -20.565
H48 7.838 -28.863 -24.228
H49 5.952 -25.116 -24.095
H50 10.771 -29.718 -21.620
H51 5.608 -26.555 -7.980
H52 -1.511 -35.074 -16.861
H53 4.198 -26.198 -19.990
H54 3.955 -21.861 -8.573
H55 4.353 -34.752 -14.938
H56 9.870 -28.288 -21.648
H57 3.001 -27.122 -20.807
H58 7.735 -32.580 -12.292
H59 -3.534 -25.614 -15.139
H60 6.464 -21.346 -9.178
H61 2.844 -24.107 -8.131
H62 5.428 -28.758 -13.648
H63 5.886 -21.525 -24.641
H64 -3.812 -28.108 -15.127
H65 10.256 -31.261 -17.910
H66 1.437 -31.900 -17.330
H67 11.314 -26.456 -10.838
H68 1.646 -33.430 -14.981
H69 9.290 -24.883 -25.720
H70 8.320 -29.972 -21.073
H71 2.710 -35.404 -16.377
H72 5.158 -26.325 -11.874
H73 -0.049 -33.079 -15.603
H74 5.935 -26.699 -16.214
H75 -3.222 -30.112 -13.821
H76 10.953 -26.261 -24.466
H77 -0.358 -22.816 -16.652
H78 4.289 -27.331 -8.644
H79 9.991 -27.647 -25.106
H80 4.427 -30.545 -15.754
H81 5.954 -30.694 -11.960
H82 5.516 -23.400 -15.094
H83 -0.676 -30.414 -13.179
H84 -2.109 -29.932 -15.143
H85 7.530 -24.955 -25.316
H86 5.771 -31.753 -15.785
H87 8.278 -30.675 -19.452
H88 7.636 -22.668 -9.388
H89 4.150 -25.718 -14.686
H90 7.266 -22.734 -13.028
H91 3.749 -24.190 -17.847
H92 12.040 -26.798 -12.492
H93 0.692 -32.817 -20.781
H94 12.958 -30.807 -17.295
H95 3.415 -22.041 -19.214
H96 0.116 -21.540 -12.963
H97 12.999 -27.525 -17.555
H98 0.976 -20.498 -15.543
H99 5.005 -19.096 -23.191
H100 4.595 -20.186 -20.521
H101 4.734 -20.912 -15.170
H102 1.959 -22.791 -17.177
H103 9.890 -28.851 -12.261
H104 3.773 -28.988 -14.147
H105 -1.688 -33.895 -20.748
H106 7.438 -24.518 -13.116
H107 4.927 -23.977 -7.081
H108 4.972 -24.166 -16.732
H109 4.654 -26.134 -23.506
H110 7.144 -22.817 -19.954
H111 8.188 -23.662 -21.671
H112 7.341 -28.434 -14.398
H113 2.124 -23.372 -9.579
H114 5.990 -22.509 -22.096
H115 1.397 -20.597 -21.868
H116 -0.029 -35.421 -20.886
H117 5.948 -27.116 -10.629
H118 6.803 -24.680 -15.237
H119 -1.839 -24.943 -15.357
H120 5.394 -33.281 -11.585
H121 9.494 -24.769 -17.322
H122 2.665 -26.573 -15.177
H123 2.540 -25.845 -19.796
H124 3.181 -18.963 -14.951
H125 9.584 -29.338 -13.951
H126 6.882 -28.278 -21.469
H127 7.336 -23.907 -23.130
H128 0.853 -28.531 -15.943
H129 -1.783 -22.941 -18.777
H130 10.970 -25.555 -15.845
H131 11.627 -27.005 -20.332
H132 1.470 -29.095 -18.201
H133 1.472 -35.479 -19.829
H134 6.750 -22.495 -17.164
H135 11.856 -28.603 -16.668
H136 1.976 -22.570 -23.988
H137 0.656 -27.827 -12.113
H138 0.608 -26.470 -15.589
H139 4.126 -33.124 -15.580
H140 1.155 -21.122 -20.250
H141 3.564 -23.622 -13.285
H142 5.220 -25.033 -18.283
H143 2.338 -33.968 -13.335
H144 6.127 -30.068 -15.638
H145 2.501 -33.686 -19.488
H146 5.688 -27.231 -18.790
H147 0.625 -27.860 -19.231
H148 6.069 -34.448 -12.871
H149 6.955 -26.899 -13.651
H150 1.752 -28.924 -19.954
H151 -0.065 -36.175 -19.295
H152 -0.385 -29.827 -15.727
H153 5.680 -23.751 -11.715
H154 2.938 -22.509 -15.151
H155 9.685 -24.225 -13.993
H156 10.941 -28.400 -13.674
H157 11.294 -27.449 -17.942
H158 -2.401 -25.419 -13.774
H159 3.772 -29.338 -17.886
H160 9.731 -25.533 -22.124
H161 2.553 -31.961 -19.503
H162 3.186 -33.564 -11.851
H163 2.817 -31.517 -14.968
H164 -1.514 -28.289 -16.877
H165 3.351 -24.677 -11.086
H166 4.811 -28.029 -16.023
H167 7.565 -25.014 -18.816
H168 8.984 -24.203 -19.521
H169 3.662 -35.067 -12.749
H170 9.449 -31.272 -20.629
H171 6.118 -28.629 -17.947
H172 9.365 -23.475 -11.586
H173 12.327 -25.378 -11.697
H174 2.310 -24.297 -21.558
H175 -2.622 -27.026 -17.165
H176 2.794 -35.090 -18.098
H177 6.465 -22.238 -10.675
H178 -0.421 -23.642 -13.705
H179 0.872 -23.212 -21.688
H180 10.029 -24.594 -10.303
H181 1.574 -23.502 -20.167
H182 6.088 -25.021 -21.439
H183 8.308 -22.146 -18.927
H184 9.067 -28.376 -18.068
H185 4.223 -27.435 -10.890
H186 11.378 -26.605 -14.667
H187 8.215 -28.000 -19.644
H188 3.907 -20.368 -16.713
H189 -3.298 -27.678 -13.502
H190 4.145 -29.274 -12.448
H191 6.708 -23.871 -7.423
H192 2.552 -20.311 -14.122
H193 1.258 -29.860 -15.031
H194 4.010 -22.404 -10.323
H195 -0.004 -31.956 -19.431
H196 0.786 -23.322 -15.063
H197 7.323 -28.297 -12.597
H198 5.689 -21.250 -19.671
H199 4.214 -21.490 -25.198
H200 4.386 -29.073 -19.514
H201 -2.084 -32.982 -19.315

Atom charges from the Mulliken analysis, given in e for atoms 1 to 5: O -0.717; O 2.917; O 1.787; O -0.004; O -0.514